[1]
C50H66CsIO2Sb2Se | wB97M-V/def2-TZVPD

```
123
Properties=species:S:1:pos:R:3:forces:R:3
Cs -1.065 0.090 -1.890 -0.1545 0.1174 -0.8491
I -4.884 1.081 -2.922 0.0002 -0.0020 -0.0084
Sb -1.710 5.275 -1.781 0.0506 0.0168 -0.0405
Sb 0.672 3.564 1.292 -0.0731 0.1352 0.0053
Se -1.008 0.056 1.474 -0.0309 0.0976 0.3455
O -1.614 -2.198 -0.504 -0.0553 -0.2844 0.0996
O 1.002 1.361 -0.438 0.1307 0.0337 0.3573
C -4.523 1.183 -7.770 -0.0061 -0.0008 -0.0045
C -3.372 1.193 -5.575 -0.0107 -0.0035 0.0680
C -2.127 -3.463 3.428 0.0027 0.0047 0.0081
C 2.747 3.612 0.764 0.0017 -0.0233 0.0050
C 0.228 6.974 0.034 -0.0310 -0.0089 -0.0101
C 0.649 7.855 -0.965 0.0263 0.0077 -0.0013
C -2.262 -4.340 2.349 0.0019 -0.0113 -0.0183
C 2.848 7.966 -0.039 -0.0086 0.0156 -0.0219
C -0.900 -5.077 -0.878 0.0056 0.0011 0.0024
C -2.561 -6.395 0.393 -0.0029 0.0024 0.0046
C -2.269 -3.894 4.887 0.0024 0.0098 -0.0018
C -1.778 -2.604 0.690 0.0089 -0.0520 0.0739
C 0.828 -0.423 1.102 -0.0312 -0.0489 0.0289
C -0.933 1.188 -6.872 0.1676 -0.0010 0.0289
C 3.934 -0.900 -2.373 0.0173 -0.0064 0.0080
C -2.099 -3.969 1.023 -0.0123 0.0059 0.0041
C 3.345 -1.275 0.492 0.0107 0.0333 -0.0753
C -0.937 -3.680 5.623 -0.0010 0.0021 0.0012
C 0.795 5.635 2.130 0.0123 -0.0261 -0.0644
C -1.011 1.202 -5.459 -0.2497 0.1083 0.0193
C -4.683 1.149 -5.015 0.0465 0.0452 0.0138
C -2.686 3.716 -0.673 -0.1040 -0.0173 0.0350
C 2.442 7.105 0.966 0.0024 -0.0377 0.0178
C 1.142 6.591 1.037 0.0088 0.0242 0.0138
C 1.374 -1.482 1.784 0.1148 -0.0295 -0.0494
C 3.049 1.389 -2.292 -0.0081 -0.0146 -0.0240
C 3.208 -3.142 2.261 -0.0008 0.0068 0.0058
C -2.649 -5.370 5.022 0.0015 0.0014 0.0004
C 1.540 0.313 0.105 -0.0021 0.1612 -0.0763
C -1.796 -2.148 3.118 -0.0085 0.0010 -0.0007
C 3.678 0.289 -1.429 -0.0285 0.0107 0.0193
C 2.308 -4.356 1.983 0.0007 -0.0033 0.0106
C -1.624 -1.726 1.812 0.0032 0.0309 0.0908
C -5.831 1.133 -5.756 -0.0015 -0.0066 0.0042
C -3.358 -3.062 5.579 -0.0044 -0.0011 0.0021
C 0.191 4.345 -2.151 0.0108 0.0986 -0.0623
C -2.201 1.222 -4.744 0.0170 -0.0879 -0.0987
C 2.666 -1.930 1.506 -0.0335 -0.0426 0.0317
C 1.123 2.635 3.185 0.0136 -0.0162 -0.0326
C 3.210 -2.859 3.770 0.0029 -0.0010 0.0010
C 4.635 -3.494 1.840 0.0053 -0.0014 -0.0004
C 5.032 0.812 -0.924 0.0199 0.0082 0.0071
C 1.940 8.352 -1.016 0.0007 -0.0216 0.0286
C -3.353 -4.565 -1.070 0.0041 0.0019 0.0022
C -1.182 6.473 -0.008 -0.0046 -0.0423 0.0490
C -2.230 -4.989 -0.112 -0.0035 -0.0025 -0.0060
C 2.825 -0.200 -0.240 0.0362 -0.1340 0.0082
C -2.064 1.192 -7.637 0.0061 -0.0003 -0.0113
C -3.329 1.193 -7.004 -0.0120 0.0082 0.0060
C -5.745 1.158 -7.165 -0.0033 0.0007 -0.0011
H 4.987 -4.354 2.417 -0.0011 0.0002 0.0002
H -1.018 -3.977 6.674 0.0002 -0.0001 -0.0002
H -0.170 5.861 2.589 0.0093 0.0007 -0.0142
H 1.949 3.171 3.655 0.0008 -0.0117 0.0239
H -3.162 -3.567 -1.459 0.0016 0.0014 -0.0015
H 4.529 -0.575 -3.233 0.0006 -0.0027 -0.0042
H -1.885 -6.020 4.589 0.0003 0.0012 -0.0007
H -3.515 -6.421 0.927 0.0004 0.0008 0.0018
H -6.797 1.098 -5.270 0.0014 -0.0018 0.0018
H -2.500 -5.374 2.558 0.0014 -0.0001 0.0025
H 0.238 3.335 -1.753 -0.0051 -0.0730 0.0434
H -3.671 3.532 -1.099 0.0072 -0.0097 -0.0023
H -2.113 2.792 -0.697 0.0860 0.0243 -0.0080
H 2.114 1.059 -2.745 0.0010 0.0072 0.0087
H 0.343 4.323 -3.231 0.0088 -0.0356 0.0155
H 5.320 -2.662 2.018 0.0027 -0.0006 0.0001
H -0.066 8.141 -1.732 -0.0022 0.0016 -0.0023
H -1.636 -1.419 3.907 0.0032 -0.0004 0.0043
H -1.428 5.867 0.861 -0.0077 0.0194 0.0073
H 2.300 -4.587 0.916 0.0026 0.0004 -0.0005
H 0.041 1.178 -7.357 0.0008 0.0012 -0.0062
H -4.322 -3.214 5.088 0.0007 0.0006 -0.0002
H 2.920 4.132 -0.178 -0.0226 -0.0194 -0.0183
H 0.251 2.638 3.837 -0.0108 0.0035 0.0013
H -0.146 -4.270 5.154 0.0020 -0.0001 0.0008
H -2.638 -7.071 -0.463 0.0011 -0.0001 0.0005
H -4.313 -4.559 -0.547 -0.0001 -0.0017 0.0004
H 5.663 1.107 -1.769 -0.0031 -0.0015 0.0018
H -0.634 -2.633 5.587 0.0034 -0.0003 0.0015
H -2.786 4.024 0.369 -0.0113 -0.0096 -0.0095
H 5.567 0.052 -0.349 -0.0007 0.0174 -0.0064
H 1.276 -4.164 2.283 -0.0048 -0.0006 -0.0056
H 3.150 6.808 1.731 0.0010 0.0040 -0.0073
H 2.830 2.291 -1.731 0.0014 0.0193 0.0391
H -0.993 -5.773 -1.719 -0.0003 -0.0006 -0.0005
H 1.562 5.649 2.907 0.0024 -0.0015 0.0109
H 3.583 -3.727 4.324 -0.0019 0.0028 -0.0003
H -0.617 -4.096 -1.254 -0.0027 -0.0017 0.0019
H -2.752 -5.628 6.079 -0.0002 0.0011 0.0005
H -3.454 -3.345 6.633 -0.0003 0.0006 0.0000
H 1.411 1.599 3.000 -0.0017 -0.0071 0.0012
H -6.654 1.150 -7.755 -0.0008 -0.0013 0.0009
H 3.321 4.097 1.556 0.0101 -0.0012 0.0159
H -3.128 -1.997 5.533 0.0019 0.0000 -0.0004
H 4.467 -1.714 -1.879 0.0034 0.0036 -0.0022
H 3.867 8.333 -0.058 0.0011 0.0009 -0.0034
H 3.044 2.569 0.666 0.0588 0.0425 -0.0177
H 2.205 -2.634 4.129 -0.0024 -0.0027 -0.0002
H 2.234 9.024 -1.813 0.0052 0.0019 -0.0011
H -3.598 -5.583 4.526 -0.0003 -0.0019 0.0020
H 3.751 1.631 -3.100 -0.0122 -0.0064 0.0042
H -1.784 -6.782 1.057 0.0000 -0.0023 0.0002
H 4.335 -1.626 0.225 -0.0144 0.0010 0.0086
H -0.061 1.219 -4.918 0.0186 -0.0124 -0.0437
H -2.016 1.188 -8.721 0.0094 0.0030 0.0011
H -1.874 7.318 -0.041 -0.0130 -0.0132 0.0205
H -3.423 -5.269 -1.907 -0.0004 -0.0004 0.0017
H 2.666 -5.236 2.529 0.0011 -0.0001 -0.0009
H -0.108 -5.439 -0.217 -0.0042 -0.0017 -0.0003
H 4.893 1.684 -0.283 -0.0001 0.0023 -0.0008
H 2.987 -1.298 -2.742 -0.0008 -0.0030 -0.0025
H 0.981 4.947 -1.696 0.0012 -0.0027 -0.0183
H 4.684 -3.757 0.781 0.0001 0.0011 0.0011
H 3.846 -2.000 3.997 0.0017 -0.0010 0.0006
H -4.445 1.191 -8.853 0.0022 -0.0001 0.0004
H 0.766 -1.993 2.522 0.0191 0.0041 0.0040
```
Forces are in eV/Å.

Results
total charge = -2
energy = -144087.5882 eV
relative energy (zero: lowest compared OMol25 entry of this formula, charge and spin) = 26.86 kJ/mol
highest occupied orbital energy = -2.06 eV
2S+1 = 1

***

[2]
C28H67BrNO14P2 | wB97M-V/def2-TZVPD

```
113
Properties=species:S:1:pos:R:3:forces:R:3
Br -1.618 0.420 3.029 0.1207 0.0772 -0.1702
P -2.698 2.080 2.096 -0.4842 -0.2629 0.4022
P -4.563 3.971 -1.930 -0.7123 -0.7938 -0.9477
O -5.690 3.897 -0.814 0.3762 0.4548 0.2338
O -5.025 1.366 9.103 0.1619 -0.1651 -0.2044
O 3.060 -3.323 -5.417 0.1599 0.1175 0.2487
O 4.715 -9.371 -2.111 0.2186 0.0721 -0.1431
O 2.286 -2.104 -2.739 -0.0551 0.0901 0.1420
O 2.703 3.914 -3.079 -0.5084 -0.1202 0.0122
O 5.283 -6.013 -2.303 0.0727 -0.1112 0.2296
O -4.711 2.875 -2.888 0.1104 0.0793 0.0406
O 7.426 -8.057 -1.546 0.0712 0.0331 0.0226
O 2.337 0.054 -4.916 -0.2651 -0.2087 0.1357
O -2.244 1.404 7.835 0.1054 0.0415 -0.0784
O -1.873 3.306 2.732 0.2729 -0.1473 -0.3821
O -4.665 5.429 -2.534 0.5214 0.0386 0.7463
O -4.305 2.948 6.186 0.2062 0.0872 0.1941
N -1.909 1.941 0.380 0.2307 0.3810 0.0967
C 2.084 -3.803 -4.512 -0.0301 -0.0271 -0.1843
C -2.975 2.265 -0.645 -0.3211 -0.0621 0.0390
C 0.801 3.763 -1.597 0.2766 -0.1676 -0.0325
C -2.806 2.279 8.804 0.0585 0.0958 0.0869
C 7.097 -7.534 -2.821 0.0315 -0.1010 -0.1008
C -7.097 5.111 0.745 0.2823 0.2650 0.1386
C -3.165 7.106 -1.486 -0.0781 -0.0712 0.1677
C -3.363 2.002 5.725 -0.2433 0.0921 -0.0397
C 6.374 -8.378 -0.651 0.0101 0.0251 0.1232
C 6.604 -6.105 -2.810 -0.1338 0.0430 -0.1139
C -2.980 3.724 -1.077 0.0401 0.0156 0.2952
C 3.353 -1.266 -3.154 0.1385 -0.1110 0.0563
C 5.587 -9.614 -1.020 -0.2127 0.0062 -0.0037
C 4.116 -4.237 -5.631 -0.0335 0.0225 -0.0839
C 4.567 -10.480 -2.968 -0.0893 0.0297 0.0488
C 0.065 2.503 -1.091 -0.2848 0.3528 -0.3125
C 2.316 3.585 -1.749 0.2296 0.1368 -0.3055
C -3.521 6.291 -2.708 -0.0499 0.5386 -0.4646
C -0.628 2.709 0.257 0.7872 -0.5158 -0.0544
C -5.689 4.868 0.253 -0.2458 0.0642 0.3212
C 1.448 -2.672 -3.736 -0.0928 -0.0425 -0.0387
C -4.132 4.232 5.643 -0.0882 -0.0780 -0.0153
C -3.788 1.624 9.746 -0.2124 0.0847 0.0336
C 5.021 -4.802 -1.634 -0.1054 -0.0185 -0.1527
C -5.652 0.182 9.548 -0.0654 0.0893 0.0322
C 2.927 0.101 -3.632 0.1360 0.1573 -0.2143
C -3.060 0.955 6.774 -0.0275 -0.2006 0.0257
C 1.287 0.977 -5.087 0.1098 0.0635 -0.0902
H 4.948 -3.970 -2.345 0.0578 0.0926 0.1063
H 0.025 2.334 1.046 -0.0975 0.0370 0.1663
H 0.439 4.028 -2.589 -0.0679 0.0041 -0.0409
H -2.078 4.136 2.282 -0.1107 0.3362 0.2965
H 0.605 4.621 -0.953 -0.1070 0.0388 0.0645
H 3.520 4.404 -3.055 0.3685 0.1453 -0.0612
H 0.814 0.763 -6.043 0.0317 0.0062 -0.0217
H -2.176 3.925 -1.780 0.1270 0.1775 0.0478
H -4.975 -0.676 9.479 0.0037 0.0046 0.0405
H -2.271 7.685 -1.706 0.0435 0.0748 -0.0109
H -3.243 3.164 8.339 -0.1360 -0.0695 -0.0362
H 2.863 4.227 -1.060 -0.0261 -0.0900 0.2378
H -2.890 1.578 -1.479 0.1353 0.1079 -0.1638
H 6.399 -8.184 -3.354 -0.1309 0.0714 0.0679
H 0.533 0.866 -4.295 0.0088 0.0227 0.0038
H 3.956 -1.118 -2.253 -0.0135 0.0043 0.0097
H -2.665 5.747 -3.105 -0.0182 -0.2806 0.1108
H 0.761 1.670 -1.023 0.0034 -0.1212 0.0462
H -2.427 2.496 5.432 0.0066 0.0292 0.0371
H -7.460 4.295 1.361 -0.1576 -0.1669 -0.1593
H 4.898 -3.711 -6.175 -0.0330 0.0076 -0.0519
H -4.773 4.913 6.199 -0.0473 -0.0106 -0.0377
H 6.284 -10.426 -1.256 0.0141 0.0039 -0.0144
H 1.048 -1.907 -4.405 0.1481 -0.0061 -0.0999
H -3.352 0.696 10.133 0.0121 -0.0110 -0.0121
H -6.005 0.280 10.580 0.0240 -0.0536 0.0174
H -2.960 6.502 -0.603 0.0734 -0.0892 0.0047
H -5.072 4.486 1.073 0.0539 -0.1277 -0.0106
H 7.289 -5.494 -2.212 -0.0064 -0.0019 0.0259
H 6.874 -8.590 0.297 0.0165 0.0029 -0.0068
H 5.792 -4.583 -0.886 0.0262 0.0405 -0.0465
H -6.508 0.002 8.899 -0.0250 0.0435 0.0166
H 5.540 -10.855 -3.305 -0.0071 -0.0310 0.0243
H -1.956 2.610 9.403 0.0218 -0.0208 -0.0183
H 0.607 -3.099 -3.186 0.0108 0.0062 0.0322
H -3.965 2.304 10.590 0.1078 -0.0549 0.0738
H -3.093 4.571 5.742 0.0065 0.0008 -0.0386
H -0.667 2.227 -1.849 -0.0726 -0.1319 0.0248
H 1.296 -4.321 -5.077 -0.0226 -0.0830 0.1009
H -5.251 5.814 -0.064 0.0397 -0.0288 -0.3173
H 4.529 -4.596 -4.680 -0.0418 -0.0555 -0.0238
H 5.711 -7.527 -0.488 -0.0876 -0.0297 -0.1334
H -7.762 5.314 -0.089 -0.1062 -0.1327 -0.0592
H 3.989 -1.761 -3.890 -0.1115 0.0524 -0.1482
H -2.888 4.373 -0.204 0.0305 0.1447 -0.0475
H 2.223 0.528 -2.904 -0.0198 -0.0101 -0.0057
H -3.934 2.048 -0.173 0.0053 -0.1901 0.0548
H -3.813 6.984 -3.493 -0.0879 -0.0728 -0.1125
H 3.785 -5.095 -6.225 0.0270 -0.0485 0.0458
H -0.780 3.760 0.470 -0.3684 0.0631 -0.1189
H -2.473 0.172 6.285 -0.0030 -0.0030 0.0005
H -7.075 6.006 1.368 -0.0632 0.0140 0.0810
H 3.810 0.753 -3.686 -0.0087 0.0305 0.1956
H -1.664 0.955 0.280 -0.0590 -0.0614 -0.0213
H 6.612 -5.728 -3.843 0.1394 0.0450 0.0169
H -3.791 1.496 4.844 0.1001 -0.0501 -0.0488
H 4.066 -4.908 -1.123 -0.0353 0.0045 -0.0522
H 4.984 -9.914 -0.152 0.1084 -0.0804 0.0519
H -4.424 4.260 4.583 0.0448 0.0401 -0.0189
H 4.004 -10.149 -3.839 -0.0412 0.0076 0.0257
H 2.589 2.545 -1.560 0.0752 -0.0534 0.1419
H 4.018 -11.294 -2.481 0.0416 -0.0435 -0.0191
H -3.963 7.799 -1.228 -0.0723 0.0333 -0.0291
H 2.529 -4.514 -3.807 0.0053 0.0002 0.0117
H 8.038 -7.541 -3.375 0.0088 0.0000 0.0066
H -3.979 0.491 7.137 -0.0852 0.1534 -0.0005
H 1.656 2.009 -5.092 -0.0459 0.0127 0.0595
```
Forces are in eV/Å.

Results
total charge = +1
energy = -148888.9068 eV
highest occupied orbital energy = -10.26 eV
2S+1 = 1

***

| no. | largest force on an atom (eV Å⁻¹) |
| --- | --- |
| 1 | 0.87 |
| 2 | 1.43 |